(1)
H18O9 | the ωB97M-V functional and the def2-TZVPD basis

CARTESIAN COORDINATES (ANGSTROEM)
O1 -1.521 -0.592 -0.661
O2 -1.366 2.170 1.868
O3 0.911 -2.473 -0.474
O4 -2.507 -2.225 2.866
O5 0.429 -0.984 1.669
O6 2.380 -0.310 -2.227
O7 1.984 1.486 0.842
O8 -0.249 0.403 -3.339
O9 0.243 1.952 -0.940
H1 2.352 -1.185 -2.044
H2 1.948 0.125 -1.527
H3 -0.225 -0.108 -2.491
H4 1.637 1.652 -0.023
H5 -2.208 2.039 2.179
H6 -2.170 -1.205 -0.413
H7 2.817 1.419 1.151
H8 -0.786 2.614 2.415
H9 0.152 1.928 -1.942
H10 -0.157 -0.395 1.263
H11 1.275 -0.407 1.798
H12 -0.642 1.831 -0.611
H13 -1.859 0.229 -0.576
H14 0.537 -0.051 -3.729
H15 -2.614 -1.678 2.050
H16 1.234 -1.881 0.193
H17 -1.668 -2.097 3.255
H18 0.075 -2.257 -0.552

Cartesian forces, eV/Å:
O 3.66 -3.12 -0.77
O 1.40 -1.75 -4.12
O 6.66 -2.66 -0.43
O -1.97 0.15 -1.71
O 3.84 -0.66 1.36
O 0.45 3.46 -2.49
O -4.68 -1.17 1.31
O 1.45 -1.47 1.00
O 0.31 -0.25 -2.44
H 0.25 -4.80 0.98
H -0.77 1.21 1.68
H -0.86 0.57 -0.56
H 0.39 0.73 -1.07
H -2.75 0.02 1.78
H -1.73 -1.30 0.38
H 4.49 0.22 0.30
H 1.35 1.50 2.12
H 0.12 0.16 1.52
H -1.84 1.87 -1.19
H -1.93 -0.89 -0.22
H -0.40 0.37 0.55
H -2.04 4.17 0.43
H -0.63 0.78 -0.45
H 0.50 -0.62 1.41
H 0.63 1.17 1.25
H 1.48 0.50 0.34
H -7.39 1.82 -0.97

## Properties
- Energy above the lowest of the compared OMol25 structures with the same formula, charge and spin: 2.836 eV
- 2S+1: 2
- Highest occupied orbital energy (alpha / beta): -14.573 / -14.560 eV
- HOMO-LUMO gap (alpha / beta): 10.99 / 3.14 eV
- Charge: +1

---

(2)
C38H27I2N9O6S2Tl | the ωB97M-V functional and the def2-TZVPD basis

CARTESIAN COORDINATES (ANGSTROEM)
Tl1 0.146 0.103 1.035
I1 7.059 -0.815 4.712
I2 4.722 1.953 -0.088
S1 -5.259 1.173 0.379
S2 -0.348 -2.409 -1.131
O1 -0.455 -2.885 0.224
O2 0.587 -3.050 -2.022
O3 -3.105 -1.746 3.000
O4 -0.364 1.757 2.605
O5 -1.860 -0.755 1.626
O6 2.149 1.185 1.491
N1 0.832 -1.005 3.073
N2 0.188 3.286 5.573
N3 -1.999 -1.316 2.784
N4 -0.104 -0.818 -1.032
N5 -2.908 5.535 3.294
N6 2.194 -1.574 0.693
N7 0.507 1.754 -0.570
N8 -2.765 1.472 -0.237
N9 -1.207 2.708 2.457
C1 1.261 3.533 -2.527
C2 -2.103 -3.041 -3.147
C3 -3.375 -3.124 -3.702
C4 5.404 -0.107 3.651
C5 -1.262 3.558 3.452
C6 0.390 -0.480 -3.430
C7 3.075 -1.491 -0.297
C8 -2.874 1.201 -2.700
C9 -4.319 -2.240 -1.671
C10 0.611 1.315 -1.845
C11 4.310 -2.114 -0.248
C12 5.589 0.552 2.446
C13 -3.057 -2.147 -1.110
C14 -3.449 1.253 -1.429
C15 -3.588 1.453 0.747
C16 1.632 -0.139 3.964
C17 0.989 2.192 -2.880
C18 -3.681 0.963 -3.792
C19 1.064 1.717 -4.210
C20 1.152 3.939 -1.230
C21 0.771 2.995 -0.259
C22 0.767 0.408 -4.457
C23 -4.834 1.076 -1.295
C24 -4.477 -2.721 -2.966
C25 3.154 0.790 2.193
C26 4.628 -2.854 0.880
C27 4.481 0.986 1.745
C28 0.295 -0.064 -2.116
C29 3.706 -2.946 1.908
C30 -5.652 0.850 -2.400
C31 -1.958 -2.551 -1.861
C32 3.014 0.113 3.433
C33 4.123 -0.317 4.140
C34 -5.063 0.789 -3.645
C35 2.494 -2.282 1.775
C36 -2.175 4.651 3.355
C37 -0.454 3.404 4.626
C38 1.423 -2.322 2.839
H1 1.838 -2.733 3.767
H2 5.004 -2.003 -1.069
H3 0.820 0.025 -5.468
H4 1.352 2.394 -5.003
H5 3.979 -0.837 5.080
H6 0.186 -1.507 -3.683
H7 -3.283 1.592 1.772
H8 0.626 -2.980 2.486
H9 -1.811 1.345 -2.819
H10 3.927 -3.492 2.816
H11 0.700 3.259 0.786
H12 1.708 -0.610 4.952
H13 1.358 4.956 -0.930
H14 -5.182 -1.931 -1.095
H15 -3.236 0.908 -4.778
H16 1.094 0.802 4.070
H17 6.582 0.719 2.052
H18 -5.676 0.604 -4.518
H19 5.591 -3.341 0.967
H20 -0.104 -1.135 3.461
H21 -6.720 0.716 -2.282
H22 2.781 -0.899 -1.156
H23 1.557 4.228 -3.304
H24 -1.229 -3.370 -3.693
H25 -2.916 -1.772 -0.102
H26 -5.468 -2.781 -3.400
H27 -3.500 -3.506 -4.707

Cartesian forces, eV/Å:
Tl 0.57 -0.25 0.27
I 0.02 -0.01 0.01
I -0.01 0.01 -0.02
S -0.03 -0.01 -0.04
S -0.14 0.00 0.03
O 0.04 -0.02 -0.03
O 0.00 -0.02 0.03
O 0.07 0.06 -0.07
O -0.11 -0.04 0.03
O -0.19 0.13 -0.07
O 0.01 0.06 0.08
N -0.03 0.03 -0.06
N 0.01 -0.02 -0.01
N 0.02 -0.04 0.08
N 0.09 0.03 -0.05
N 0.00 0.02 0.00
N -0.07 0.01 -0.01
N -0.07 0.03 0.05
N -0.09 -0.01 -0.21
N -0.01 -0.02 -0.12
C 0.00 0.00 0.02
C 0.00 -0.01 -0.02
C 0.02 -0.01 -0.01
C -0.03 0.01 -0.01
C 0.01 -0.06 0.03
C 0.02 -0.01 -0.07
C 0.01 -0.01 -0.04
C -0.04 -0.01 0.02
C -0.01 -0.01 -0.01
C -0.12 0.00 -0.01
C 0.01 -0.01 0.02
C 0.02 -0.01 0.01
C 0.00 -0.03 -0.01
C -0.03 0.04 0.01
C 0.11 -0.02 0.05
C 0.01 0.04 0.03
C -0.01 0.03 -0.05
C -0.02 -0.02 -0.02
C -0.01 -0.03 0.01
C -0.01 -0.04 0.00
C 0.05 0.05 -0.01
C 0.00 0.02 0.02
C -0.01 0.03 -0.01
C -0.01 0.01 0.01
C -0.03 -0.04 -0.08
C 0.00 0.01 -0.01
C 0.04 -0.01 -0.01
C -0.07 0.05 0.04
C -0.03 0.02 -0.01
C -0.01 0.01 0.03
C 0.00 0.00 0.02
C 0.01 -0.01 0.05
C 0.00 -0.01 0.00
C 0.02 0.00 -0.02
C -0.01 0.04 0.03
C -0.05 0.03 -0.01
C 0.02 0.05 0.06
C 0.01 -0.04 0.00
H 0.00 0.01 -0.02
H 0.01 0.00 -0.01
H 0.00 0.00 0.00
H 0.00 0.01 -0.01
H 0.00 0.01 0.00
H 0.00 0.01 0.01
H 0.02 0.00 0.04
H -0.01 -0.01 0.01
H 0.07 0.00 0.01
H 0.01 0.00 0.00
H 0.01 -0.01 0.01
H 0.00 0.00 -0.01
H 0.00 0.01 0.00
H 0.00 0.00 0.00
H -0.01 0.00 0.00
H -0.01 -0.03 0.00
H 0.00 0.00 0.00
H 0.00 0.00 -0.01
H 0.00 0.00 0.00
H -0.01 0.04 0.01
H -0.01 0.00 0.00
H 0.00 0.00 0.00
H 0.00 0.00 0.00
H 0.00 0.00 -0.01
H 0.00 0.01 0.02
H 0.00 0.00 0.00
H 0.00 0.00 0.00

## Properties
- Energy above the lowest of the compared OMol25 structures with the same formula, charge and spin: 0.061 eV
- 2S+1: 1
- Highest occupied orbital energy: -5.388 eV
- HOMO-LUMO gap: 7.35 eV
- Charge: -1

---

no.,F_max (eV/Å)
1,7.68
2,0.67